Formula: C56H39BF5O32
Source: OMol25
Level of theory: ωB97M-V with the def2-TZVPD basis set

```
133
Properties=species:S:1:pos:R:3:forces:R:3:mulliken_charge:R:1
B -5.792 1.978 -1.031 0.34 -0.06 -0.13 1.068
C -4.690 1.788 -2.230 -0.59 0.86 0.99 0.215
F -5.033 2.598 -3.309 -0.17 -0.08 -0.60 -0.394
F -4.593 0.513 -2.744 0.07 -0.50 -0.34 -0.385
C -3.303 2.227 -1.830 0.20 -0.44 0.18 -0.040
C -2.729 1.685 -0.683 0.57 0.16 0.11 -0.816
C -1.464 2.075 -0.258 -0.42 -0.05 -0.39 -0.539
C -0.752 3.023 -0.978 -0.18 -0.32 -0.03 -0.889
C -1.320 3.548 -2.129 0.14 0.07 0.23 0.389
C -0.556 4.568 -2.910 -0.45 -0.52 0.09 0.947
F 0.105 4.031 -3.950 0.29 -0.24 -0.44 -0.290
F 0.361 5.208 -2.182 0.51 0.33 0.44 -0.306
F -1.364 5.497 -3.419 -0.38 0.63 -0.37 -0.245
C -2.583 3.156 -2.560 0.25 0.07 0.20 -0.584
H -6.925 1.837 -1.458 -0.03 0.06 -0.13 -0.277
H -5.591 1.187 -0.119 0.14 -0.13 -0.22 -0.299
H -5.609 3.110 -0.589 0.12 -1.21 -0.83 -0.859
H -3.259 0.958 -0.095 -0.35 -0.13 -0.01 0.477
H -1.042 1.635 0.628 0.11 -0.01 0.22 0.573
H 0.228 3.317 -0.643 0.17 0.22 0.00 0.633
H -3.020 3.583 -3.445 -0.05 0.10 -0.15 0.580
C 2.084 0.628 0.085 -0.12 0.11 0.03 -0.524
C 3.215 0.074 -0.361 -0.20 0.10 -0.10 0.083
C 4.309 -0.369 0.567 0.13 0.00 0.35 1.253
O 5.298 -0.886 0.076 -0.02 -0.06 -0.19 -0.752
C 4.135 -0.159 1.994 0.11 -0.08 -0.06 -1.293
C 3.003 0.394 2.445 0.23 -0.11 0.10 0.131
C 1.898 0.813 1.514 -0.08 -0.02 -0.58 1.457
O 0.894 1.292 2.004 0.07 0.03 0.41 -0.716
O 2.760 0.617 3.731 -0.11 0.01 -0.02 -0.638
O 3.459 -0.150 -1.651 0.18 0.00 0.05 -0.719
H 1.286 0.942 -0.575 0.00 -0.03 0.00 0.404
H 4.938 -0.464 2.651 -0.01 0.00 0.02 0.543
H 1.870 1.021 3.768 -0.05 0.02 -0.01 0.346
H 4.340 -0.570 -1.681 0.08 0.03 0.02 0.327
C -0.511 -4.694 -2.397 -0.12 0.05 -0.22 -0.966
C -0.090 -4.209 -1.223 -0.21 -0.22 0.01 0.339
C 0.998 -3.178 -1.140 0.19 0.27 -0.28 1.192
O 1.302 -2.765 -0.035 0.03 -0.10 0.05 -0.519
C 1.621 -2.721 -2.366 0.09 0.03 0.22 -0.849
C 1.200 -3.204 -3.540 0.15 0.20 0.04 0.439
C 0.098 -4.223 -3.626 -0.35 -0.14 0.44 0.838
O -0.226 -4.614 -4.737 0.25 -0.05 -0.13 -0.716
O 1.715 -2.837 -4.709 -0.05 -0.13 -0.01 -0.632
O -0.576 -4.594 -0.051 0.11 0.08 0.01 -0.640
H -1.291 -5.438 -2.472 -0.01 0.01 0.02 0.438
H 2.408 -1.989 -2.259 -0.08 0.01 -0.21 0.509
H 1.218 -3.330 -5.389 -0.05 0.00 -0.03 0.365
H -0.077 -4.096 0.627 0.03 0.01 0.06 0.307
C 7.198 2.421 -4.142 0.03 0.09 -0.15 -0.886
C 6.911 1.861 -2.960 0.18 -0.13 -0.21 0.300
C 6.015 2.534 -1.957 -0.22 0.35 -0.04 1.083
O 5.803 1.933 -0.921 0.01 -0.09 0.16 -0.627
C 5.466 3.837 -2.279 -0.01 -0.10 0.18 -1.096
C 5.754 4.400 -3.460 -0.17 0.08 0.20 0.401
C 6.634 3.718 -4.475 0.21 -0.36 -0.03 1.028
O 6.833 4.295 -5.527 -0.07 0.18 0.00 -0.628
O 5.295 5.586 -3.830 0.09 -0.04 -0.08 -0.582
O 7.380 0.680 -2.577 -0.09 0.04 0.07 -0.620
H 7.838 1.946 -4.871 -0.01 -0.02 0.00 0.423
H 4.832 4.315 -1.545 -0.03 0.02 -0.03 0.479
H 5.646 5.747 -4.726 0.00 0.00 -0.05 0.363
H 7.013 0.515 -1.685 -0.02 -0.02 0.05 0.341
C -5.465 10.112 -3.836 0.11 0.17 -0.13 -0.937
C -5.427 9.124 -2.925 -0.32 0.01 -0.06 0.350
C -4.148 8.399 -2.601 0.39 -0.13 -0.07 1.181
O -4.187 7.544 -1.741 -0.11 0.04 0.06 -0.549
C -2.946 8.749 -3.336 0.17 -0.09 0.06 -1.217
C -2.990 9.716 -4.259 0.07 -0.15 0.14 0.413
C -4.257 10.477 -4.550 -0.44 -0.07 0.16 1.082
O -4.200 11.360 -5.390 0.19 0.05 -0.10 -0.656
O -1.940 10.088 -4.985 -0.03 0.09 -0.04 -0.587
O -6.478 8.697 -2.254 0.30 0.16 -0.13 -0.546
H -6.374 10.644 -4.077 -0.02 -0.01 0.01 0.433
H -2.045 8.194 -3.111 0.01 0.00 -0.04 0.437
H -2.261 10.804 -5.565 -0.05 0.05 -0.02 0.358
H -6.172 7.954 -1.686 -0.29 -0.15 0.16 0.332
C -6.415 4.775 0.543 -0.04 1.05 0.03 -1.455
C -6.608 3.908 1.552 0.14 -0.08 -0.08 0.592
C -7.683 4.119 2.588 -0.17 0.19 -0.12 0.913
O -7.806 3.283 3.463 0.07 -0.11 0.10 -0.656
C -8.511 5.311 2.494 -0.06 -0.06 0.15 -0.956
C -8.313 6.172 1.491 -0.21 -0.03 0.19 0.207
C -7.253 5.947 0.447 0.50 -0.75 0.09 0.986
O -7.166 6.788 -0.436 -0.17 0.41 -0.02 -0.623
O -9.022 7.285 1.331 -0.03 0.09 -0.05 -0.615
O -5.884 2.819 1.714 -0.07 0.30 0.67 -0.418
H -5.652 4.627 -0.210 -0.20 0.28 0.27 0.912
H -9.270 5.461 3.249 -0.02 0.02 -0.01 0.418
H -8.669 7.709 0.525 0.06 -0.03 -0.07 0.349
H -6.234 2.365 2.502 -0.07 -0.03 -0.01 0.324
C 3.012 -4.187 3.214 0.17 -0.05 -0.03 -0.836
C 1.775 -3.807 3.561 0.19 -0.04 -0.29 -0.194
C 1.387 -3.569 4.994 0.15 -0.07 0.44 1.203
O 0.246 -3.211 5.222 -0.15 0.00 -0.19 -0.716
C 2.385 -3.787 6.025 -0.18 0.05 0.01 -1.082
C 3.620 -4.171 5.679 -0.10 0.05 0.26 0.358
C 4.015 -4.384 4.243 -0.18 0.02 -0.38 1.050
O 5.165 -4.718 4.022 0.10 -0.03 0.17 -0.658
O 4.588 -4.391 6.560 0.04 -0.02 -0.09 -0.599
O 0.809 -3.607 2.677 -0.30 0.00 0.24 -0.286
H 3.299 -4.355 2.185 -0.03 0.03 -0.02 0.608
H 2.091 -3.628 7.053 0.02 0.01 0.01 0.499
H 5.370 -4.651 6.036 0.04 -0.01 -0.04 0.371
H 0.023 -3.329 3.186 0.00 0.02 0.04 0.279
C 4.358 -6.901 -2.632 -0.11 0.06 0.05 -1.223
C 5.337 -7.557 -3.268 -0.02 0.11 0.26 0.405
C 5.184 -8.033 -4.687 -0.29 0.00 -0.30 1.039
O 6.132 -8.607 -5.192 0.15 -0.03 0.12 -0.633
C 3.928 -7.785 -5.366 0.15 -0.08 -0.04 -0.916
C 2.942 -7.130 -4.733 -0.02 -0.06 -0.24 0.380
C 3.106 -6.636 -3.316 0.23 -0.02 0.24 0.930
O 2.177 -6.038 -2.806 -0.05 -0.05 -0.20 -0.401
O 1.778 -6.874 -5.309 0.07 0.04 0.22 -0.602
O 6.507 -7.839 -2.712 0.03 -0.04 -0.08 -0.583
H 4.459 -6.555 -1.613 0.02 0.01 0.00 0.525
H 3.825 -8.143 -6.381 -0.03 0.02 -0.01 0.441
H 1.225 -6.378 -4.675 -0.07 0.04 -0.08 0.277
H 7.021 -8.311 -3.394 0.02 -0.02 -0.05 0.357
C -0.163 -7.727 7.833 0.04 0.05 -0.16 -1.140
C -0.556 -8.035 9.076 0.15 -0.14 -0.18 0.406
C -1.419 -7.110 9.892 -0.19 0.41 -0.05 1.055
O -1.741 -7.484 11.006 0.09 -0.18 0.06 -0.633
C -1.807 -5.838 9.316 -0.04 -0.10 0.17 -0.901
C -1.411 -5.522 8.074 -0.14 0.23 0.17 0.340
C -0.574 -6.463 7.246 0.10 -0.29 0.08 1.042
O -0.284 -6.107 6.122 0.06 0.08 -0.15 -0.547
O -1.712 -4.375 7.489 0.08 -0.17 -0.08 -0.563
O -0.227 -9.167 9.684 -0.05 0.04 0.07 -0.578
H 0.452 -8.386 7.237 -0.01 -0.02 0.01 0.436
H -2.409 -5.173 9.919 -0.01 0.02 -0.02 0.437
H -1.289 -4.378 6.606 0.06 0.11 -0.02 0.274
H -0.649 -9.128 10.565 -0.04 0.02 0.05 0.364
```
Forces are in eV/Å.

Properties
Kohn-Sham gap	5.32	eV
total charge	-1
LUMO level	-0.5380	eV
HOMO	-5.85	eV
strongest force on any atom	0.0286	Eh/bohr

Formula: C56H40Cl4IN2O5P2STl
Source: OMol25
Level of theory: ωB97M-V with the def2-TZVPD basis set

```
112
Properties=species:S:1:pos:R:3:forces:R:3:mulliken_charge:R:1
Tl -1.632 0.787 -0.525 0.10 0.99 0.50 1.511
O 0.770 -1.449 -1.975 -0.16 -0.08 -0.58 -0.222
S 1.093 1.537 -2.061 0.57 0.02 -0.44 0.506
C 0.197 1.357 -3.577 0.12 0.31 0.10 0.952
C -0.012 2.521 -4.312 -0.06 0.00 -0.12 -0.913
C -0.810 2.504 -5.448 0.05 -0.03 0.08 -0.922
C -1.383 1.313 -5.867 0.00 -0.03 0.09 -0.713
C -1.183 0.157 -5.124 0.00 -0.03 -0.08 -1.097
C -0.419 0.169 -3.956 -0.03 -0.32 -0.20 0.013
P -0.348 -1.352 -2.951 -0.27 -0.13 -0.26 1.499
C -0.302 -2.682 -4.176 0.01 0.03 -0.11 0.248
C 0.908 -2.890 -4.842 -0.01 0.01 0.07 -0.503
C 1.007 -3.861 -5.824 0.00 0.01 0.01 -0.685
C -0.101 -4.637 -6.147 -0.01 0.02 0.00 -0.530
C -1.303 -4.442 -5.484 0.01 0.02 0.02 -0.784
C -1.407 -3.465 -4.500 0.02 0.01 0.00 -0.342
C -1.957 -1.457 -2.143 0.02 -1.03 -0.01 0.113
C -2.007 -2.277 -1.015 -0.16 -0.45 -1.13 -0.201
C -3.193 -2.426 -0.314 -0.90 -0.15 -0.51 -0.346
C -4.336 -1.760 -0.736 0.19 -0.31 0.13 -1.016
C -4.295 -0.953 -1.865 0.28 -0.01 -0.38 -1.255
C -3.109 -0.801 -2.570 -0.68 -0.21 -0.31 -0.262
C 2.506 0.502 -2.287 -0.29 0.53 -0.71 1.193
C 3.061 0.254 -3.545 0.10 -0.06 -0.09 -0.774
C 4.270 -0.401 -3.671 0.00 -0.01 0.15 -0.707
C 4.972 -0.804 -2.532 -0.14 0.02 -0.12 -1.034
C 4.407 -0.586 -1.294 0.08 0.02 -0.05 -1.031
C 3.166 0.050 -1.166 0.30 -0.11 0.42 -0.047
P 2.540 -0.003 0.514 0.18 -0.59 -0.14 0.870
C 2.391 -1.747 0.863 0.06 -0.05 -0.05 1.978
C 1.205 -2.338 0.427 -0.02 -0.02 0.49 1.034
C 1.081 -3.717 0.475 0.40 -0.04 -0.28 -1.401
C 2.112 -4.496 0.977 0.04 0.02 -0.09 -0.991
C 3.289 -3.904 1.418 0.03 0.04 0.00 -1.184
C 3.442 -2.529 1.342 -0.08 -0.06 -0.04 -0.884
C 3.687 0.938 1.486 0.12 -0.03 0.07 1.222
C 3.887 2.246 1.034 0.02 0.01 0.05 -0.798
C 4.704 3.097 1.755 0.00 0.03 0.04 -0.686
C 5.332 2.640 2.909 -0.02 0.00 -0.03 -0.634
C 5.149 1.336 3.344 -0.02 -0.01 -0.01 -0.975
C 4.317 0.479 2.637 -0.07 0.07 0.13 -0.489
H 0.449 3.440 -3.971 0.01 -0.03 -0.02 0.591
H -0.974 3.418 -6.005 0.01 -0.02 0.00 0.393
H -1.996 1.282 -6.758 0.02 -0.01 0.01 0.437
H -1.642 -0.768 -5.452 0.02 0.00 -0.01 0.597
H 1.771 -2.290 -4.574 -0.01 -0.01 -0.01 0.375
H 1.946 -4.014 -6.341 -0.01 0.00 0.02 0.427
H -0.026 -5.392 -6.919 0.00 0.01 0.02 0.386
H -2.165 -5.047 -5.734 0.01 0.01 0.01 0.439
H -2.349 -3.315 -3.986 0.00 0.01 0.02 0.478
H -1.106 -2.786 -0.694 -0.20 0.13 -0.16 -0.425
H -3.228 -3.057 0.566 -0.27 0.18 -0.28 0.646
H -5.260 -1.868 -0.183 0.03 0.01 0.02 0.432
H -5.186 -0.433 -2.192 -0.01 -0.05 -0.04 0.872
H -3.087 -0.170 -3.448 0.01 0.11 0.03 0.296
H 2.527 0.584 -4.427 0.03 0.06 -0.03 0.592
H 4.684 -0.583 -4.655 -0.02 0.01 0.02 0.472
H 5.933 -1.292 -2.615 -0.02 0.01 0.00 0.450
H 4.938 -0.916 -0.411 0.01 -0.04 0.05 0.376
H 0.384 -1.732 0.061 0.29 -0.11 0.33 -0.738
H 0.172 -4.182 0.114 0.28 -0.02 -0.04 0.914
H 2.002 -5.572 1.022 0.01 0.00 0.00 0.436
H 4.095 -4.513 1.807 -0.02 0.01 0.00 0.432
H 4.374 -2.078 1.654 0.03 -0.02 -0.02 0.459
H 3.388 2.603 0.137 0.03 -0.02 0.03 0.229
H 4.844 4.117 1.422 0.00 0.00 0.02 0.464
H 5.962 3.312 3.479 0.00 -0.01 -0.02 0.400
H 5.633 0.987 4.246 0.00 0.01 -0.01 0.446
H 4.131 -0.521 3.009 -0.01 0.11 -0.01 0.311
C -1.422 -3.649 2.001 0.14 -0.05 0.35 -0.932
C -1.546 -2.462 2.922 0.00 0.13 -0.06 0.440
N -1.379 -2.662 4.201 -0.01 0.14 0.27 -0.693
C -1.552 -1.625 5.060 -0.02 -0.32 -0.21 -1.509
C -1.977 -0.388 4.661 -0.13 0.01 -0.10 1.410
C -2.232 0.645 5.728 -0.08 0.10 -0.08 -0.992
O -3.604 1.045 5.819 0.06 -0.05 0.05 -0.555
C -2.145 -0.131 3.271 -0.17 -0.02 0.11 0.147
C -2.650 1.171 2.890 -0.04 0.22 -0.12 -1.183
N -2.671 1.716 1.722 -0.09 0.05 0.30 0.416
C -3.095 3.067 1.664 -0.07 0.06 0.01 0.003
C -2.724 3.995 2.644 0.03 -0.12 0.03 0.068
C -3.041 5.336 2.532 -0.02 0.03 -0.02 -0.942
C -3.731 5.802 1.423 0.00 -0.03 0.01 -0.668
C -4.149 4.901 0.455 0.03 0.02 0.12 -0.591
C -3.846 3.555 0.590 -0.07 -0.09 -0.09 -0.003
I -4.689 2.242 -0.812 -0.10 0.25 0.15 0.138
C -1.840 -1.160 2.348 0.11 -0.03 0.67 0.140
O -1.837 -1.038 1.083 0.37 0.66 0.40 -0.375
H -2.144 -4.413 2.292 -0.06 -0.02 0.01 0.630
H -0.424 -4.089 2.086 -0.44 0.08 0.22 0.353
H -1.601 -3.350 0.969 0.41 -0.32 0.67 -0.282
H -1.362 -1.834 6.107 -0.02 -0.02 -0.02 0.327
H -1.668 1.561 5.545 -0.09 -0.02 -0.01 0.180
H -1.893 0.242 6.685 0.06 0.03 0.05 0.378
H -4.127 0.256 5.993 -0.01 -0.01 -0.04 0.384
H -3.083 1.736 3.716 0.07 -0.01 0.05 1.357
H -2.154 3.648 3.499 0.03 0.04 -0.08 0.352
H -2.725 6.023 3.308 0.03 -0.01 -0.02 0.389
H -3.948 6.856 1.309 -0.02 -0.02 0.01 0.397
H -4.724 5.239 -0.396 0.01 -0.01 0.01 0.407
Cl 0.681 5.011 4.468 -0.04 -0.02 0.00 -0.175
C 0.651 3.681 3.366 -0.05 -0.07 -0.01 0.131
C 0.820 2.378 3.861 0.04 0.14 0.04 0.116
Cl 0.990 2.068 5.554 0.08 0.07 -0.03 -0.156
C 0.904 1.343 2.944 -0.02 -0.14 0.05 0.936
Cl 1.157 -0.283 3.488 0.22 0.14 -0.10 -0.127
C 0.774 1.594 1.589 0.09 0.13 0.42 -1.241
O 1.097 0.605 0.654 -0.20 -0.41 -0.16 1.250
C 0.354 2.835 1.055 -0.36 0.70 -0.10 -0.020
O -0.028 3.013 -0.135 0.30 0.08 0.74 -1.016
C 0.427 3.902 2.022 0.05 0.01 -0.04 0.395
Cl 0.247 5.497 1.392 -0.03 -0.04 0.03 -0.177
```
Forces are in eV/Å.

Properties
Kohn-Sham gap	6.90	eV
total charge	0
LUMO level	-0.0318	eV
energy relative to the best compared isomer or geometry (same formula, charge and spin)	0.0	kcal per mole
HOMO	-6.94	eV
strongest force on any atom	0.0238	Eh/bohr